<A>
This record from the OMol25 dataset describes one molecule with the formula C4H6OS2. The level of theory is the ωB97M-V functional and the def2-TZVPD basis.

The geometry in XYZ format:
```
13
C4H6OS2, DFT the ωB97M-V functional and the def2-TZVPD basis
C -0.14 -0.03 1.04
C -0.71 1.06 0.14
C 0.81 0.67 0.18
C 1.22 -0.03 -1.17
H 0.37 -2.41 1.03
H -0.10 0.25 2.10
H -1.06 2.05 0.50
H -1.96 -0.87 -0.88
H 1.44 1.27 0.59
H 0.43 -0.44 -1.86
O 2.44 -0.34 -1.28
S -0.74 -1.69 0.73
S -1.99 0.50 -1.12
```

* frontier orbital gap: 9.458 eV
* SMILES: O=C[C@@H]1[C@H](S)[C@@H]1S
* E_HOMO: -8.99 eV

=====

<B>
This record from the OMol25 dataset describes one molecule with the formula C4H6OS2. The level of theory is the ωB97M-V functional and the def2-TZVPD basis.

The geometry in XYZ format:
```
13
C4H6OS2, DFT the ωB97M-V functional and the def2-TZVPD basis
C 0.12 1.54 -0.55
C 0.47 0.80 0.69
C 0.36 -0.65 0.28
C -1.04 -1.29 -0.02
H 0.69 0.84 -1.39
H -1.11 1.66 -0.86
H 0.76 2.60 -0.31
H 1.71 1.06 0.57
H -0.09 0.98 1.65
H -0.14 -2.90 -0.04
O -1.03 -2.67 -0.12
S 1.75 -1.49 -0.01
S -2.44 -0.48 0.11
```

* frontier orbital gap: 7.357 eV
* SMILES: CCC(=S)C(O)=S
* E_HOMO: -9.11 eV

=====

Result of the stability comparison: <B> is the least stable of them.

=====

<A>
This record from the OMol25 dataset describes one molecule with the formula C3H4N2O2S. The level of theory is the ωB97M-V functional and the def2-TZVPD basis.

The geometry in XYZ format:
```
12
C3H4N2O2S, DFT the ωB97M-V functional and the def2-TZVPD basis
C 2.11 0.37 0.00
C -1.49 -0.36 0.01
C -0.45 0.64 -0.10
H 2.30 0.02 1.06
H 2.72 -0.04 -0.74
H 2.13 1.51 0.05
H -3.69 -1.11 -0.48
N 0.66 -0.13 -0.25
N -0.99 -1.54 0.22
O 0.35 -1.49 0.07
O -0.52 1.91 0.17
S -3.14 0.22 0.00
```

* frontier orbital gap: 9.570 eV
* SMILES: Cn1onc(S)c1=O
* E_HOMO: -9.39 eV

=====

<B>
This record from the OMol25 dataset describes one molecule with the formula C3H4N2O2S. The level of theory is the ωB97M-V functional and the def2-TZVPD basis.

The geometry in XYZ format:
```
12
C3H4N2O2S, DFT the ωB97M-V functional and the def2-TZVPD basis
C -1.18 0.10 -0.12
C -0.84 -0.59 0.94
C 1.00 -0.05 -0.15
H -2.39 1.37 -1.24
H -3.19 0.39 -0.12
H -1.48 -1.08 1.72
H 4.39 -0.07 -0.34
N -2.40 0.51 -0.73
N 2.18 0.15 -0.51
O 0.56 -0.69 0.94
O -0.05 0.46 -0.85
S 3.41 -0.50 0.46
```

* frontier orbital gap: 8.611 eV
* SMILES: Nc1co/c(=N\S)o1
* E_HOMO: -7.92 eV

=====

<C>
This record from the OMol25 dataset describes one molecule with the formula C3H4N2O2S. The level of theory is the ωB97M-V functional and the def2-TZVPD basis.

The geometry in XYZ format:
```
12
C3H4N2O2S, DFT the ωB97M-V functional and the def2-TZVPD basis
C 1.70 -0.29 -0.32
C -0.71 1.39 -0.06
C -1.50 -1.00 0.00
H 1.40 -0.39 -1.36
H 0.89 -0.06 1.57
H -1.81 1.59 -0.33
H -0.89 -1.95 -0.06
N 0.68 -0.43 0.61
N -0.55 0.06 0.16
O 0.15 2.20 0.02
O -2.68 -0.83 -0.17
S 3.30 -0.29 -0.05
```

* frontier orbital gap: 8.962 eV
* SMILES: O=CN(C=O)NC=S
* E_HOMO: -9.15 eV

=====

Result of the stability comparison: <A> is the least stable of them.

=====

<A>
This record from the OMol25 dataset describes a 5-piece molecular cluster, H10O5 overall. The level of theory is the ωB97M-V functional and the def2-TZVPD basis.

The geometry in XYZ format:
```
15
H10O5, DFT the ωB97M-V functional and the def2-TZVPD basis
H 0.72 0.70 -0.92
H -0.69 0.76 -0.37
H -2.89 0.66 -2.84
H -3.98 0.85 -1.80
H 0.39 -1.52 -3.50
H -0.38 -1.46 -4.81
H 2.35 2.09 4.14
H 0.94 1.55 3.94
H 2.60 -2.23 3.17
H 1.23 -1.56 3.14
O 0.17 0.36 -0.21
O -3.84 0.80 -2.75
O -0.50 -1.52 -3.86
O 1.71 1.87 3.45
O 2.17 -1.36 3.23
```

* frontier orbital gap: 11.559 eV
* SMILES: O.O.O.O.O
* E_HOMO: -11.11 eV

=====

<B>
This record from the OMol25 dataset describes a 5-piece molecular cluster, H10O5 overall. The level of theory is the ωB97M-V functional and the def2-TZVPD basis.

The geometry in XYZ format:
```
15
H10O5, DFT the ωB97M-V functional and the def2-TZVPD basis
O -1.18 2.02 -1.62
H -0.28 2.01 -2.07
H -1.98 1.71 -2.16
O -0.98 -2.39 -0.61
H -0.87 -1.43 -0.44
H -0.17 -2.78 -0.77
O 1.74 0.15 -0.87
H 1.01 0.03 -0.31
H 2.23 -0.66 -0.99
O -0.42 0.14 0.19
H -0.36 0.27 1.16
H -0.55 1.04 -0.16
O 0.47 -0.01 2.59
H 1.08 0.73 2.90
H 0.25 -0.82 3.14
```

* frontier orbital gap: 10.842 eV
* SMILES: O.O.O.O.O
* E_HOMO: -10.53 eV

=====

<C>
This record from the OMol25 dataset describes a 5-piece molecular cluster, H10O5 overall. The level of theory is the ωB97M-V functional and the def2-TZVPD basis.

The geometry in XYZ format:
```
15
H10O5, DFT the ωB97M-V functional and the def2-TZVPD basis
O -2.12 -0.76 0.25
H -2.89 -0.37 0.68
H -2.37 -0.95 -0.66
O 0.49 -1.24 -1.84
H -0.05 -0.46 -1.93
H 0.03 -1.80 -2.44
O 0.57 0.18 1.53
H -0.02 0.00 0.80
H 1.42 0.12 1.13
O 2.76 -0.76 -0.14
H 1.98 -1.22 -0.44
H 2.92 0.16 -0.48
O -1.30 2.51 1.32
H -0.80 2.68 0.48
H -0.61 1.91 1.72
```

* frontier orbital gap: 10.911 eV
* SMILES: O.O.O.O.O
* E_HOMO: -10.96 eV

=====

<D>
This record from the OMol25 dataset describes H10O5 as an isolated structure. The level of theory is the ωB97M-V functional and the def2-TZVPD basis.

The geometry in XYZ format:
```
15
H10O5, DFT the ωB97M-V functional and the def2-TZVPD basis
H -0.38 0.06 -1.23
H -1.86 -0.06 -0.88
H 2.92 -0.04 1.50
H 3.12 -1.40 2.15
H 0.29 -3.13 -5.81
H -0.65 -3.39 -4.65
H -2.00 2.75 1.05
H -0.63 2.12 1.20
H -0.58 1.58 3.98
H 0.40 1.69 2.81
O -1.22 -0.28 -1.57
O 3.11 -0.46 2.35
O -0.57 -3.51 -5.60
O -1.40 2.38 1.71
O -0.55 1.68 3.02
```

* frontier orbital gap: 9.365 eV
* E_HOMO: -9.40 eV

=====

Result of the stability comparison: <D> is the least stable of them.

=====

<A>
This record from the OMol25 dataset describes a 5-piece molecular cluster, H10O5 overall. The level of theory is the ωB97M-V functional and the def2-TZVPD basis.

The geometry in XYZ format:
```
15
H10O5, DFT the ωB97M-V functional and the def2-TZVPD basis
O -0.77 2.85 -3.26
H -0.55 2.71 -4.18
H -0.08 2.39 -2.78
O -0.87 0.03 -0.05
H -0.43 -0.01 0.79
H -0.24 0.46 -0.63
O -0.02 -0.50 2.61
H -0.30 0.24 3.15
H 0.91 -0.59 2.79
O 1.10 0.84 -1.99
H 1.38 0.65 -2.88
H 1.69 0.33 -1.44
O -0.30 -3.29 2.44
H -0.61 -2.38 2.42
H -0.91 -3.74 3.01
```

* frontier orbital gap: 10.841 eV
* SMILES: O.O.O.O.O
* E_HOMO: -10.62 eV

=====

<B>
This record from the OMol25 dataset describes a 5-piece molecular cluster, H10O5 overall. The level of theory is the ωB97M-V functional and the def2-TZVPD basis.

The geometry in XYZ format:
```
15
H10O5, DFT the ωB97M-V functional and the def2-TZVPD basis
O 0.15 0.46 -3.03
H -0.07 -0.38 -3.44
H 0.03 0.30 -2.09
O -0.72 -1.15 1.92
H -0.08 -1.28 2.62
H -1.37 -1.84 2.07
O -2.51 1.49 0.09
H -1.63 1.10 0.11
H -3.10 0.74 0.05
O 0.14 0.01 -0.39
H 1.10 0.00 -0.45
H -0.06 -0.51 0.40
O 2.80 0.35 0.33
H 2.70 1.11 0.90
H 2.62 -0.40 0.89
```

* frontier orbital gap: 10.248 eV
* SMILES: O.O.O.O.O
* E_HOMO: -10.41 eV

=====

<C>
This record from the OMol25 dataset describes a 5-piece molecular cluster, H10O5 overall. The level of theory is the ωB97M-V functional and the def2-TZVPD basis.

The geometry in XYZ format:
```
15
H10O5, DFT the ωB97M-V functional and the def2-TZVPD basis
O -2.30 -1.62 -0.97
H -1.42 -1.47 -1.31
H -2.75 -2.26 -1.51
O 0.61 -0.67 -1.16
H 1.08 -1.30 -0.60
H 0.17 0.00 -0.57
O 3.26 0.12 0.84
H 2.68 0.90 0.85
H 3.53 0.03 -0.08
O 0.97 1.52 1.02
H 0.42 0.81 1.35
H 0.39 2.20 0.66
O -1.86 0.77 0.37
H -2.47 1.02 1.08
H -2.30 -0.05 0.02
```

* frontier orbital gap: 11.318 eV
* SMILES: O.O.O.O.O
* E_HOMO: -10.78 eV

=====

Result of the stability comparison: <A> is the least stable of them.

=====

<A>
This record from the OMol25 dataset describes a 5-piece molecular cluster, H10O5 overall. The level of theory is the ωB97M-V functional and the def2-TZVPD basis.

The geometry in XYZ format:
```
15
H10O5, DFT the ωB97M-V functional and the def2-TZVPD basis
O 7.65 12.69 -13.07
H 7.40 12.72 -14.00
H 7.93 11.77 -12.94
O 10.63 10.48 -13.04
H 10.88 11.23 -12.49
H 11.38 9.88 -13.01
O 8.01 9.18 -12.92
H 8.92 9.49 -13.05
H 7.66 9.10 -13.81
O 9.11 10.50 -15.56
H 9.53 9.95 -16.23
H 9.78 10.65 -14.88
O 7.41 8.79 -10.09
H 7.60 8.84 -11.04
H 6.72 8.13 -10.02
```

* frontier orbital gap: 10.714 eV
* SMILES: O.O.O.O.O
* E_HOMO: -10.67 eV

=====

<B>
This record from the OMol25 dataset describes a 5-piece molecular cluster, H10O5 overall. The level of theory is the ωB97M-V functional and the def2-TZVPD basis.

The geometry in XYZ format:
```
15
H10O5, DFT the ωB97M-V functional and the def2-TZVPD basis
O 2.59 0.89 1.69
H 2.11 0.51 0.85
H 2.78 1.84 1.63
O 0.36 -1.21 -2.42
H -0.59 -1.07 -2.61
H 0.66 -1.83 -1.78
O -1.65 -1.19 1.49
H -2.36 -1.55 0.93
H -2.11 -0.44 1.92
O 0.49 -0.22 0.03
H -0.15 -0.59 0.51
H 0.21 -0.45 -0.92
O -1.08 1.94 -0.18
H -0.52 1.20 -0.07
H -0.73 2.18 -1.07
```

* frontier orbital gap: 10.572 eV
* SMILES: O.O.O.O.O
* E_HOMO: -10.49 eV

=====

<C>
This record from the OMol25 dataset describes a 5-piece molecular cluster, H10O5 overall. The level of theory is the ωB97M-V functional and the def2-TZVPD basis.

The geometry in XYZ format:
```
15
H10O5, DFT the ωB97M-V functional and the def2-TZVPD basis
O 2.64 1.89 1.05
H 2.44 1.09 0.59
H 1.85 1.95 1.60
O -0.33 0.02 -1.47
H 0.16 0.63 -1.99
H 0.35 -0.40 -0.96
O 1.59 -0.94 0.37
H 1.92 -1.84 0.48
H 1.45 -0.57 1.30
O -2.01 -1.87 0.07
H -1.93 -1.81 -0.88
H -1.97 -0.98 0.24
O -2.08 0.89 0.29
H -2.70 1.24 -0.37
H -1.39 0.70 -0.33
```

* frontier orbital gap: 10.949 eV
* SMILES: O.O.O.O.O
* E_HOMO: -10.83 eV

=====

Result of the stability comparison: <B> is the least stable of them.

=====

<A>
This record from the OMol25 dataset describes a 4-piece molecular cluster, C4H14O3 overall. The level of theory is the ωB97M-V functional and the def2-TZVPD basis.

The geometry in XYZ format:
```
21
C4H14O3, DFT the ωB97M-V functional and the def2-TZVPD basis
C 1.71 2.42 -0.30
C 1.50 1.38 0.76
C 1.90 0.00 0.35
C 2.09 -1.03 1.15
H 1.17 2.15 -1.21
H 1.29 3.40 -0.07
H 2.73 2.59 -0.65
H 0.42 1.31 0.97
H 1.91 1.59 1.75
H 2.24 -0.22 -0.66
H 2.50 -1.98 0.82
H 1.96 -0.98 2.23
H -3.07 1.84 1.42
H -2.69 1.10 2.64
O -3.19 1.01 1.84
H -1.68 -0.97 -1.82
H -1.95 0.05 -2.96
O -1.29 -0.53 -2.58
H -2.44 -4.56 -1.96
H -2.24 -4.43 -0.50
O -2.85 -4.14 -1.20
```

* frontier orbital gap: 10.039 eV
* SMILES: C=CCC.O.O.O
* E_HOMO: -9.43 eV

=====

<B>
This record from the OMol25 dataset describes a 4-piece molecular cluster, C4H14O3 overall. The level of theory is the ωB97M-V functional and the def2-TZVPD basis.

The geometry in XYZ format:
```
21
C4H14O3, DFT the ωB97M-V functional and the def2-TZVPD basis
C -0.96 -1.77 1.71
C -0.80 -1.12 0.30
C 0.03 -1.73 -0.55
C 0.29 -1.27 -1.91
H -0.09 -2.36 1.98
H -1.16 -0.96 2.41
H -1.79 -2.48 1.67
H -1.47 -0.28 0.19
H 0.53 -2.60 -0.14
H -0.45 -1.66 -2.64
H 0.09 -0.20 -2.02
H 1.31 -1.47 -2.22
H 1.63 0.39 -0.09
H 2.46 0.50 1.18
O 2.23 0.99 0.39
H -0.85 3.68 1.06
H -0.18 2.35 1.36
O -0.99 2.72 0.95
H 0.82 2.43 -1.36
H -0.55 2.60 -0.75
O -0.11 2.24 -1.54
```

* frontier orbital gap: 9.605 eV
* SMILES: C/C=C/C.O.O.O
* E_HOMO: -9.14 eV

=====

Result of the stability comparison: <A> is the least stable of them.